# 1
80
Properties=species:S:1:pos:R:3:lowdin_spin:R:1 method="wB97M-V/def2-TZVPD" gap_ev="5.34 / 5.16" energy_ev=-113306.3613 s_squared=2.1062 de_lowest_kcal_mol=0.0 spin_multiplicity=3
C 2.24 -1.31 4.60 0.02
C 2.44 -1.65 3.23 0.04
C 2.39 -0.45 2.48 0.01
H 2.67 -2.64 2.84 0.01
C 2.11 0.64 3.36 0.02
C 2.05 0.10 4.68 0.04
H 1.96 0.68 5.60 0.00
H 2.27 -2.00 5.44 0.00
H 2.58 -0.37 1.41 0.00
H 2.10 1.68 3.08 0.00
Ni 0.60 -0.72 3.42 0.96
Si -2.03 -0.37 -0.81 0.00
C -1.22 -2.00 -1.55 0.00
C -1.75 -2.71 -2.64 0.00
H -2.65 -2.35 -3.13 0.00
C -1.12 -3.87 -3.12 0.00
H -1.59 -4.45 -3.92 0.00
C 0.14 -4.21 -2.64 0.00
H 0.70 -5.02 -3.11 0.00
C 0.68 -3.49 -1.58 0.00
H 1.72 -3.65 -1.28 0.00
C -0.10 -2.55 -0.92 0.00
H 0.23 -2.17 0.05 0.00
C -0.35 0.74 -0.40 0.04
C 1.00 0.26 -0.58 0.08
H 1.20 -0.73 -0.97 0.00
C 2.14 1.13 -0.57 0.12
H 3.10 0.78 -0.94 0.01
C 2.01 2.39 0.11 0.25
H 2.91 3.00 0.26 0.01
C 0.74 2.76 0.57 0.03
H 0.64 3.71 1.12 0.00
C -0.41 1.98 0.31 0.30
H -1.37 2.36 0.70 0.01
H -2.03 -0.69 0.65 0.00
Si 0.91 1.76 -1.83 0.10
C 1.07 3.51 -2.60 0.01
C 1.97 3.67 -3.66 0.00
H 2.56 2.81 -3.98 0.00
C 2.15 4.89 -4.31 0.00
H 2.85 4.97 -5.14 0.00
C 1.45 6.01 -3.87 0.00
H 1.59 6.97 -4.38 0.00
C 0.59 5.90 -2.78 0.00
H 0.10 6.79 -2.38 0.00
C 0.39 4.65 -2.17 0.00
H -0.31 4.57 -1.34 0.00
C 0.69 0.71 -3.39 0.01
C 1.80 -0.02 -3.82 0.01
H 2.79 0.21 -3.43 0.00
C 1.65 -1.05 -4.74 0.00
H 2.52 -1.64 -5.05 0.00
C 0.39 -1.33 -5.28 0.00
H 0.26 -2.17 -5.95 0.00
C -0.70 -0.51 -4.96 0.00
H -1.67 -0.69 -5.42 0.00
C -0.54 0.54 -4.04 0.01
H -1.37 1.20 -3.82 0.00
H -3.25 -1.05 -1.27 0.00
Cl -3.30 1.36 -0.98 0.00
C -1.25 -4.39 2.29 0.00
C -2.49 -4.24 2.90 -0.02
C -2.76 -3.07 3.62 0.00
C -1.79 -2.07 3.68 -0.02
N -0.53 -2.25 3.14 0.03
C -0.28 -3.39 2.46 -0.01
C -2.01 -0.72 4.19 -0.03
C -3.20 -0.29 4.80 0.00
C -3.35 1.06 5.12 -0.03
C -2.35 1.95 4.72 0.00
C -1.20 1.48 4.09 -0.02
N -0.98 0.16 3.92 0.02
H -1.00 -5.26 1.68 0.00
H -3.26 -5.00 2.80 0.00
H -3.73 -2.88 4.10 0.00
H 0.72 -3.52 2.04 0.00
H -3.97 -1.04 5.00 0.00
H -4.24 1.39 5.65 0.00
H -2.45 3.02 4.92 0.00
H -0.43 2.16 3.71 0.00



# 2
109
Properties=species:S:1:pos:R:3:lowdin_spin:R:1 method="wB97M-V/def2-TZVPD" total_charge=-1 gap_ev="4.74 / 5.47" energy_ev=-226198.6317 s_squared=6.0302 spin_multiplicity=5
Rh 0.15 0.60 -0.55 1.48
C -3.14 2.97 0.52 0.00
Si -1.42 2.12 0.63 0.02
C -2.19 0.68 1.74 0.00
C -2.67 1.03 3.01 0.00
C -3.24 0.09 3.86 0.00
C -3.36 -1.23 3.44 0.00
C -2.92 -1.60 2.19 0.00
C -2.32 -0.65 1.35 0.00
P -1.63 -1.06 -0.29 0.07
C -1.43 -2.88 -0.08 0.02
C -0.59 -3.29 0.97 0.01
C -0.48 -4.63 1.30 0.00
C -1.20 -5.58 0.58 0.01
C -2.01 -5.19 -0.46 0.00
C -2.13 -3.84 -0.80 0.01
C -3.10 -0.99 -1.37 0.02
C -2.90 -1.28 -2.73 0.01
C -3.96 -1.20 -3.62 0.00
C -5.22 -0.83 -3.17 0.00
C -5.42 -0.54 -1.83 0.00
C -4.36 -0.62 -0.93 0.01
C -0.50 2.90 2.09 0.00
C -0.94 4.03 2.79 0.00
C -0.29 4.44 3.95 0.00
C 0.80 3.72 4.43 0.00
C 1.27 2.62 3.73 0.00
C 0.62 2.21 2.56 0.01
P 1.21 0.81 1.55 0.04
C 1.18 -0.57 2.74 0.00
C 2.02 -1.67 2.56 0.01
C 1.95 -2.77 3.39 0.00
C 1.01 -2.80 4.41 0.00
C 0.19 -1.71 4.63 0.00
C 0.27 -0.60 3.80 0.00
C 2.98 1.21 1.35 0.02
C 3.95 0.91 2.30 0.00
C 5.26 1.35 2.12 0.00
C 5.59 2.09 0.99 0.00
C 4.63 2.39 0.04 0.00
C 3.33 1.95 0.22 0.01
H -3.54 3.11 1.53 0.00
H -3.84 2.33 -0.03 0.00
H -3.11 3.95 0.02 0.00
H -2.57 2.05 3.36 0.00
H -3.57 0.38 4.85 0.00
H -3.81 -1.97 4.10 0.00
H -3.02 -2.62 1.86 0.00
H -0.05 -2.55 1.54 0.00
H 0.17 -4.93 2.11 0.00
H -1.10 -6.63 0.84 0.00
H -2.58 -5.92 -1.02 0.00
H -2.79 -3.55 -1.60 0.00
H -1.90 -1.51 -3.08 0.00
H -3.80 -1.41 -4.67 0.00
H -6.05 -0.75 -3.87 0.00
H -6.40 -0.23 -1.48 0.00
H -4.52 -0.39 0.12 0.00
H -1.78 4.60 2.42 0.00
H -0.64 5.32 4.48 0.00
H 1.29 4.03 5.34 0.00
H 2.14 2.09 4.08 0.00
H 2.76 -1.64 1.76 0.00
H 2.63 -3.61 3.23 0.00
H 0.93 -3.68 5.05 0.00
H -0.53 -1.71 5.44 0.00
H -0.38 0.25 3.97 0.00
H 3.71 0.31 3.17 0.00
H 6.01 1.10 2.85 0.00
H 6.62 2.42 0.85 0.00
H 4.89 2.96 -0.84 0.00
H 2.58 2.16 -0.53 0.01
F 3.19 0.61 -2.90 0.00
C 2.57 -0.05 -3.90 0.00
F 3.22 0.26 -5.05 0.00
F 2.78 -1.35 -3.71 0.01
C 1.04 0.34 -3.94 0.01
O 0.30 -0.06 -2.89 0.05
C 1.00 1.91 -4.12 0.00
F -0.20 2.31 -4.59 0.00
F 1.93 2.46 -4.92 0.00
F 1.17 2.51 -2.92 0.00
C 0.44 -0.28 -5.27 0.00
F 0.92 -1.51 -5.51 0.00
F -0.89 -0.38 -5.17 0.00
F 0.71 0.47 -6.36 0.00
Cl -2.50 1.85 -2.44 0.01
C -1.55 3.24 -2.11 0.01
C -0.72 3.25 -0.97 0.06
C 0.10 4.38 -0.86 0.01
Cl 1.36 4.47 0.32 0.00
C 0.02 5.46 -1.75 0.00
Cl 1.04 6.83 -1.55 0.00
C -0.89 5.44 -2.79 0.00
Cl -1.05 6.79 -3.83 0.00
C -1.67 4.31 -2.98 0.00
Cl -2.77 4.24 -4.30 0.00
C 1.12 -4.34 -2.97 0.01
S 1.82 -5.11 -1.49 0.07
C 2.98 -4.01 -0.80 0.24
C 2.92 -2.61 -0.61 0.13
S 1.55 -1.68 -0.90 0.33
S 4.45 -1.91 -0.10 0.14
C 5.03 -3.40 0.68 0.45
S 6.52 -3.49 1.45 0.42
S 4.39 -4.80 -0.22 0.28
H 0.63 -5.16 -3.50 0.00
H 1.92 -3.93 -3.58 0.00
H 0.40 -3.57 -2.72 0.00



# 3
19
Properties=species:S:1:pos:R:3:mulliken_charge:R:1 method="wB97M-V/def2-TZVPD" gap_ev=10.03 energy_ev=-7895.2628 de_lowest_kcal_mol=32.2 spin_multiplicity=1 smiles=CCCNC.O
C 2.46 0.16 -1.26 -1.19
C 2.30 -0.13 0.26 -0.35
C 0.90 -0.73 0.42 -0.60
N -0.20 -0.10 -0.42 -0.45
C -1.53 -0.53 0.09 -0.84
H 2.36 -0.71 -1.97 0.31
H 3.32 0.77 -1.56 0.34
H 1.62 0.66 -1.73 0.36
H 2.40 0.71 0.94 0.27
H 3.12 -0.77 0.57 0.27
H 0.51 -0.67 1.47 0.42
H 0.96 -1.81 0.28 0.30
H -0.15 -0.51 -1.34 0.23
H -1.47 -0.12 1.10 0.31
H -1.77 -1.61 0.08 0.30
H -2.42 -0.11 -0.38 0.33
O -3.87 2.10 1.18 -0.63
H -4.81 2.25 1.06 0.32
H -3.74 1.15 1.19 0.32



# 4
40
Properties=species:S:1:pos:R:3:mulliken_charge:R:1 method="wB97M-V/def2-TZVPD" gap_ev=9.09 energy_ev=-24998.8501 de_lowest_kcal_mol=115.9 spin_multiplicity=1 smiles="CCCCNC(=O)N1OC[C@@H]2COc3ccccc3[C@@H]21"
C -5.11 -1.04 3.12 -1.20
C -5.19 0.07 2.05 -0.38
C -3.76 0.73 1.88 -0.51
C -3.08 0.40 0.56 -0.75
N -1.73 0.97 0.40 -0.11
C -0.52 0.36 0.29 0.54
O -0.49 -0.83 0.51 -0.67
N 0.67 0.92 -0.12 0.35
O 0.74 2.26 -0.68 -0.47
C 2.19 2.66 -0.68 -0.67
C 2.94 1.49 0.07 0.19
C 4.17 1.08 -0.62 -0.96
O 3.98 0.65 -1.97 -0.49
C 3.29 -0.54 -2.04 0.47
C 3.72 -1.42 -3.04 -0.67
C 3.02 -2.64 -3.12 -0.34
C 1.99 -2.89 -2.23 -0.75
C 1.63 -2.04 -1.13 -0.70
C 2.29 -0.80 -0.99 0.03
C 1.98 0.34 0.09 -0.25
H -6.15 -1.24 3.40 0.35
H -4.68 -2.02 3.00 0.35
H -4.69 -0.65 4.10 0.29
H -5.48 -0.24 1.05 0.35
H -5.86 0.82 2.45 0.28
H -3.93 1.83 1.70 0.25
H -3.16 0.64 2.75 0.35
H -3.74 0.65 -0.31 0.29
H -2.95 -0.78 0.54 0.31
H -1.66 1.93 0.02 0.23
H 2.37 3.63 -0.30 0.37
H 2.44 2.64 -1.67 0.35
H 3.18 1.67 1.13 0.36
H 4.67 0.27 -0.02 0.38
H 4.98 1.83 -0.68 0.41
H 4.43 -1.10 -3.85 0.35
H 3.32 -3.38 -3.81 0.43
H 1.41 -3.76 -2.37 0.42
H 0.85 -2.38 -0.56 0.70
H 1.95 -0.09 1.06 0.52



# 5
9
Properties=species:S:1:pos:R:3:mulliken_charge:R:1 method="wB97M-V/def2-TZVPD" gap_ev="7.68 / 7.68" energy_ev=-20676.4537 de_lowest_kcal_mol=104.0 spin_multiplicity=1
C 1.33 -0.62 0.00 -0.26
N -1.16 0.77 0.15 0.38
N -0.69 -0.36 -0.14 0.32
O -2.36 1.07 0.18 -0.62
O -1.36 -1.38 -0.38 -0.58
Cl 2.11 1.03 -0.25 -0.14
H 1.17 -0.74 1.06 0.36
H 1.46 -1.24 -0.88 0.33
H -0.51 1.47 0.24 0.20



# 6
20
Properties=species:S:1:pos:R:3:mulliken_charge:R:1 method="wB97M-V/def2-TZVPD" gap_ev=9.42 energy_ev=-23180.0257 de_lowest_kcal_mol=59.1 spin_multiplicity=1 smiles="[SiH3]O[SiH3].C=C=CC=C"
Si -2.33 -0.78 -2.00 0.30
O -2.16 -1.55 -0.59 0.08
Si -2.10 -2.09 0.95 0.35
H -1.27 -1.00 -3.18 -0.09
H -3.57 -0.97 -2.63 -0.14
H -2.13 0.63 -1.46 -0.14
H -1.66 -3.44 1.05 -0.12
H -3.51 -2.05 1.41 -0.13
H -1.28 -1.01 1.63 -0.11
C -0.26 1.96 1.70 -0.78
C 0.84 1.38 1.21 0.12
C 1.87 0.67 0.81 -0.44
C 2.59 1.13 -0.32 0.12
C 3.69 0.49 -0.75 -0.79
H -0.27 2.52 2.58 0.27
H -1.16 1.74 1.22 0.28
H 2.04 -0.21 1.27 0.46
H 2.24 1.98 -0.96 0.26
H 4.10 0.89 -1.67 0.24
H 4.31 -0.28 -0.27 0.27